The following is a DFT calculation (ωB97M-V/def2-TZVPD) of a cluster of 2 separate species, C2H2BrN in total in a non-equilibrium geometry.

Each line ends with the Mulliken charge.
Cartesian coordinates (Å):
C: 0.09008 -0.03873 -0.21757  0.543
C: 0.31033 -1.13638 0.49863  -0.764
N: -0.29007 0.84743 -0.85320  -0.311
Br: -0.45751 3.72784 -0.78535  -0.011
H: -0.66619 -1.43097 1.05055  0.233
H: 1.01336 -1.96919 0.30694  0.311

Force components x, y, z for each atom (eV/Å):
C 0.15 0.98 -0.96
C -1.78 -3.53 2.06
N -0.15 1.19 -0.65
Br 0.03 -0.12 0.02
H 2.00 0.37 -0.57
H -0.23 1.12 0.10

For the LUMO energy (alpha / beta), the calculation gives -0.070 / -0.098 Eh. The value obtained for the HOMO energy (alpha / beta) is -10.685 / -10.069 eV. The calculation puts the frontier orbital gap (alpha / beta) at 8.779 / 7.416 eV. The calculation puts the energy relative to the best compared isomer or geometry (same formula, charge and spin) at 61.8 kcal/mol.

***

The following is a DFT calculation (ωB97M-V/def2-TZVPD) of a cluster of 2 separate species, C4H11N3O2 in total in a non-equilibrium geometry.

Each line ends with the Mulliken charge.
Cartesian coordinates (Å):
C: 0.21788 2.99362 -0.32615  -0.862
N: -0.28682 1.88048 0.39304  -0.375
C: 0.51288 0.96099 0.81083  0.480
N: 1.88403 0.76290 0.52335  -0.498
N: -0.10124 0.12512 1.73497  -0.565
H: -0.43945 3.31394 -1.17605  0.253
H: 1.26079 2.87219 -0.63760  0.319
H: 0.29517 3.86609 0.35826  0.270
H: 2.53793 0.54089 1.27053  0.271
H: 2.07156 1.73185 0.23504  0.168
H: -1.12699 0.17870 1.81548  0.373
H: -0.07273 -0.85538 1.51594  0.192
C: -1.19268 -1.46413 -0.87769  -1.047
C: -0.76839 -2.75352 -0.29809  0.714
O: -0.92216 -3.28298 0.75705  -0.512
O: -0.39309 -3.49354 -1.43290  -0.501
H: -1.65398 -0.68320 -0.33566  0.395
H: -1.78757 -1.55002 -1.80924  0.341
H: -0.25167 -0.81353 -1.20190  0.237
H: 0.21654 -4.33047 -1.31922  0.348

Atoms 1-6, force components in eV/Å:
C 0.35 1.46 -0.06
N 0.74 -0.64 -0.23
C -2.06 0.18 1.02
N -0.95 1.85 -0.38
N -0.62 -1.90 0.57
H 0.70 -0.51 0.64

For the LUMO energy, the calculation gives 0.025 Eh. The value obtained for the HOMO energy is -8.949 eV. The calculation puts the frontier orbital gap at 9.619 eV. The structure (SMILES) is CN=C(N)N.CC(=O)O. The calculation puts the energy relative to the best compared isomer or geometry (same formula, charge and spin) at 48.6 kcal/mol.

***

The following is a DFT calculation (ωB97M-V/def2-TZVPD) of an isolated molecule of C18H21N5O2S in a non-equilibrium geometry.

Each line ends with the Mulliken charge.
Cartesian coordinates (Å):
C: -3.13120 -0.99840 6.34445  -0.790
O: -3.15124 -1.58083 5.03287  -0.444
C: -2.44830 -0.80300 4.08869  0.063
C: -2.97736 0.42700 3.73717  -0.207
C: -2.26848 1.09453 2.74662  -0.849
C: -1.09958 0.69094 2.25528  1.395
O: -0.45213 1.33026 1.26044  -0.426
C: -1.23559 1.89688 0.16457  -0.859
C: -0.38489 -0.45051 2.70609  -0.622
S: 1.17758 -0.87912 1.95973  -0.200
C: 0.49525 -1.57967 0.45535  0.321
C: -0.68194 -2.52557 0.39813  -0.218
C: -1.31935 -2.78105 -0.80446  -0.671
C: -0.62430 -2.39948 -2.05427  0.655
N: -0.91124 -2.42110 -3.29205  -0.717
N: -0.05400 -1.72748 -4.07310  -0.434
C: 0.88336 -1.31296 -3.30798  -0.206
C: 1.97276 -0.36598 -3.61821  1.184
C: 1.51015 0.85191 -4.34027  -0.885
C: 2.55546 2.06297 -3.96792  -0.656
N: 3.29602 1.49085 -2.78077  -0.105
C: 3.95533 2.33069 -1.78039  -0.863
C: 2.56873 0.29384 -2.34237  -1.090
N: 0.52633 -1.62024 -1.95933  0.641
N: 1.06767 -1.31663 -0.70877  -0.743
C: -1.20576 -1.18283 3.55605  -0.184
H: -2.19048 -1.06870 6.91412  0.244
H: -3.55874 -0.04880 6.22348  0.384
H: -3.85126 -1.59056 6.90386  0.271
H: -4.01607 0.65498 4.16514  0.330
H: -2.78702 1.96617 2.40606  0.263
H: -0.63274 2.59011 -0.42016  0.248
H: -1.70716 1.14881 -0.45673  0.306
H: -2.08062 2.46159 0.53829  0.401
H: -1.15202 -2.94583 1.34620  0.307
H: -2.11219 -3.58971 -1.05888  0.316
H: 2.84687 -0.91487 -4.08433  0.230
H: 1.45309 0.60692 -5.49724  0.276
H: 0.40014 0.98620 -4.17647  0.351
H: 3.24155 2.26033 -4.77387  0.371
H: 1.86324 2.97695 -3.84452  0.264
H: 4.06326 1.67439 -0.88141  0.291
H: 3.25060 3.11606 -1.46062  0.316
H: 4.90730 2.80856 -2.14820  0.259
H: 1.81272 0.76858 -1.77826  0.412
H: 3.04384 -0.31943 -1.58701  0.491
H: -0.85758 -2.06677 3.99497  0.579

Atoms 1-6, force components in eV/Å:
C -0.50 -1.87 -0.03
O 1.60 -0.01 -0.70
C -0.28 0.66 0.60
C -0.96 -1.55 0.33
C -3.20 1.37 1.36
C 3.15 -0.78 -1.50

For the LUMO energy, the calculation gives -0.008 Eh. The value obtained for the HOMO energy is -7.820 eV. The calculation puts the frontier orbital gap at 7.613 eV. The structure (SMILES) is COc1ccc(OC)c(Sc2ccc3nnc([C@H]4CCN(C)C4)n3n2)c1. The calculation puts the energy relative to the best compared isomer or geometry (same formula, charge and spin) at 196.6 kcal/mol.

***

The following is a DFT calculation (ωB97M-V/def2-TZVPD) of a structure of composition C3H3FIO3 in a non-equilibrium geometry.

Each line ends with the Mulliken charge.
Cartesian coordinates (Å):
I: 0.90826 -2.87909 1.41076  -0.803
C: -0.25445 -0.00499 -1.02151  -0.409
C: 0.71541 -0.25009 0.05993  0.647
O: 0.05413 0.35953 1.10148  -0.298
C: -0.84497 1.21520 0.75949  0.755
O: -1.47149 2.04196 1.41042  -0.639
O: -1.00490 1.07877 -0.51967  -0.380
F: 1.81799 0.31417 -0.20389  -0.324
H: -0.90385 -0.86533 -1.18329  0.252
H: 0.08887 0.30664 -2.00798  0.273
H: 0.89501 -1.31677 0.19425  -0.074

Atoms 1-6, force components in eV/Å:
I 0.12 -2.79 1.59
C -1.38 -0.01 -1.65
C -3.26 -1.99 -1.75
O 1.89 -0.97 4.47
C -1.93 2.43 0.59
O 1.36 -1.60 -0.35

For the LUMO energy, the calculation gives 0.127 Eh. As for the net charge: -1. The value obtained for the HOMO energy is -3.576 eV. The calculation puts the frontier orbital gap at 7.034 eV. The calculation puts the energy relative to the best compared isomer or geometry (same formula, charge and spin) at 39.0 kcal/mol.